[1]
C24H45IP2Ru | ωB97M-V with the def2-TZVPD basis set

```
73
Properties=species:S:1:pos:R:3:forces:R:3:mulliken_charge:R:1
Ru 1.0011 0.9608 -1.9589 0.697 2.055 4.533 0.26
C -1.4827 2.4003 -2.8127 1.260 0.145 -1.464 0.41
C -1.6104 2.6333 -1.4432 1.285 0.321 1.687 0.64
C 0.6177 3.0385 -2.0017 -1.367 -0.355 -0.286 -1.79
C -0.0840 2.5286 -3.1800 -1.567 0.865 1.167 1.76
C -0.3004 2.8723 -0.8886 -1.479 0.634 -1.249 1.78
C -2.6256 2.2283 -3.7408 -0.082 -0.365 -0.126 -2.03
H -3.4538 1.6985 -3.2507 0.194 0.107 -0.199 0.41
H -2.3064 1.6586 -4.6184 -0.250 0.110 0.001 0.42
H -3.0134 3.2038 -4.0766 0.143 -0.234 0.052 0.35
C 0.4792 2.5382 -4.5330 0.529 -0.034 -0.604 -0.85
H -0.2565 2.1946 -5.2584 0.131 0.170 -0.082 0.48
H 1.3286 1.8397 -4.5433 -0.101 0.492 -0.407 0.10
H 0.8680 3.5109 -4.8209 -0.116 0.250 -0.154 0.25
C 1.9591 3.6517 -2.1538 0.412 -0.089 -0.072 -0.81
H 1.9479 4.4153 -2.9410 0.058 -0.063 0.186 0.38
H 2.6165 2.8215 -2.5011 0.173 0.834 0.045 -0.02
H 2.3426 4.0844 -1.2276 0.015 -0.101 -0.234 0.28
C -0.0643 3.0592 0.5502 0.228 0.206 0.647 -0.79
H -0.7256 2.4305 1.1588 0.049 0.129 -0.215 0.25
H -0.2291 4.1048 0.8368 0.046 -0.085 0.104 0.29
H 0.9541 2.7905 0.8178 -0.334 0.118 0.002 -0.56
C -2.9061 2.7150 -0.7076 0.105 -0.110 0.048 -1.70
H -3.4976 3.5368 -1.1403 0.057 -0.203 0.148 0.39
H -2.7527 2.9291 0.3571 -0.108 -0.113 -0.306 0.39
H -3.4990 1.7935 -0.8141 0.161 0.220 0.078 0.36
C 1.5097 -3.2977 0.6953 -1.272 -0.498 -0.004 -0.67
C 0.2113 -3.6009 0.8616 0.472 -0.468 -0.206 -0.14
C -0.6287 -3.5833 2.1078 -0.792 -0.708 0.669 -1.11
C -1.3508 -2.2740 2.4283 0.418 0.567 -0.419 -0.48
C -0.4754 -1.0481 2.3840 0.636 0.577 1.677 -1.12
C 0.8437 -1.0057 2.6779 -0.404 0.241 -0.355 0.31
C 1.6964 -2.1980 2.9738 0.333 -0.636 0.214 -1.33
C 2.4374 -2.7851 1.7475 0.105 -0.004 0.092 0.49
H -0.0904 -3.9698 2.9723 -0.251 -0.061 -0.208 0.46
H -1.9491 -2.3022 3.3538 0.463 -0.159 -0.077 0.42
H -1.4391 -4.3019 1.9808 0.043 -0.210 -0.211 0.48
H 3.0591 -3.6270 2.1010 -0.026 0.310 -0.148 0.45
H 1.9178 -3.4793 -0.3013 0.080 0.089 0.225 0.49
H -0.3417 -4.0522 0.0353 0.350 0.347 -0.194 0.35
H 3.1076 -2.0627 1.2600 -0.161 -0.272 0.433 -0.56
H 2.4002 -2.0388 3.8039 0.012 0.466 -0.392 0.49
H 1.3907 -0.0543 2.6723 -0.473 -0.074 -0.036 0.45
H 1.0600 -2.9857 3.3610 0.449 0.309 0.106 0.32
H -2.0927 -2.1281 1.6560 -0.409 0.031 -0.372 0.26
H -1.0255 -0.0958 2.3399 0.368 -0.372 -0.250 0.52
P 1.1290 -0.5452 -3.4244 -0.661 -4.993 -5.582 0.99
C 0.4444 -0.5084 -5.1795 0.056 0.276 -0.093 -1.54
H 0.8904 -1.3419 -5.7478 -0.225 0.206 0.379 0.49
H 0.6699 0.4088 -5.7306 -0.065 -0.361 0.154 0.46
H -0.6465 -0.6468 -5.1516 0.300 0.092 0.039 0.30
C 2.8666 -0.9096 -3.8704 0.378 0.038 0.166 -1.30
H 2.9273 -1.5102 -4.7886 -0.061 0.092 0.322 0.43
H 3.3206 -1.4565 -3.0384 0.147 0.099 -0.136 0.35
H 3.4056 0.0318 -4.0264 0.029 -0.207 0.029 0.28
C 0.4526 -2.2680 -3.1723 0.317 0.039 0.215 -1.25
H 0.7296 -2.9325 -4.0023 0.058 0.333 0.112 0.49
H -0.6420 -2.2089 -3.1255 0.293 -0.002 0.034 0.45
H 0.8217 -2.7014 -2.2389 -0.135 0.056 -0.085 0.08
P 3.2761 1.2126 -0.3104 1.983 0.728 1.612 1.04
C 3.1617 2.5207 1.0059 -0.386 0.300 0.040 -1.78
H 4.1455 2.7564 1.4199 0.003 -0.237 -0.206 0.57
H 2.5439 2.1515 1.8282 0.007 0.049 -0.059 0.38
H 2.7309 3.4542 0.6462 0.089 -0.061 0.079 0.45
C 4.2055 0.1081 0.8840 -0.283 -0.674 -0.108 -1.57
H 5.0918 0.6078 1.2949 -0.292 0.203 -0.347 0.54
H 4.5532 -0.8115 0.4102 -0.068 0.025 -0.038 0.44
H 3.5855 -0.1674 1.7410 -0.064 0.047 -0.235 0.29
C 4.8534 1.8874 -1.0396 -0.162 -0.056 -0.595 -1.50
H 5.5700 2.1662 -0.2539 -0.405 -0.146 -0.129 0.45
H 4.6552 2.7708 -1.6480 0.061 -0.044 -0.029 0.44
H 5.3321 1.1360 -1.6736 -0.076 0.056 -0.021 0.43
I -0.5631 -0.5573 -0.6116 -0.920 -0.239 0.637 -0.16
```
Positions in Å, forces in eV/Å.

The value obtained for the max |F| is 0.14620 Eh/bohr. The total energy is -2016.3639 hartree. The LUMO energy (alpha / beta) comes out at -1.8 / -5.0 eV. The total charge is +1. Its HOMO-LUMO gap (alpha / beta) is 7.41 / 5.48 eV. As for the multiplicity: 6. Its HOMO energy (alpha / beta) is -9.17 / -10.49 eV.

***

[2]
C41H50F4N4Rb | ωB97M-V with the def2-TZVPD basis set

```
100
Properties=species:S:1:pos:R:3:forces:R:3:mulliken_charge:R:1
Rb -0.8215 1.1535 -0.5634 -0.107 -0.216 0.142 0.50
C 1.3515 0.9629 -3.9408 -0.804 -1.646 1.405 -1.28
N -0.0998 1.2528 -3.8528 1.063 0.195 0.593 0.93
C -0.7051 0.6062 -4.9856 0.261 0.984 -0.835 -1.18
C -0.3995 2.6703 -3.6460 -0.475 0.102 -1.024 -1.37
C -1.8813 3.0780 -3.3402 1.023 0.233 -0.699 -0.53
N -2.2055 3.0991 -1.9354 -0.892 1.274 0.438 -0.03
C -3.1657 3.9932 -1.5834 -0.033 -1.110 -0.259 0.11
C -3.4207 4.3249 -0.2124 2.634 -1.604 0.903 -0.24
F -2.5984 3.6970 0.7297 -0.543 0.143 -0.664 -0.05
C -4.2107 5.3011 0.2537 -2.044 1.904 -0.640 -0.03
F -4.3782 5.6502 1.5661 0.604 -0.640 -0.734 -0.33
C -4.9652 6.0219 -0.6853 -1.006 0.568 -0.077 -0.60
C -4.9226 5.6131 -2.0219 -0.042 0.462 1.046 0.18
F -5.7076 6.2096 -2.9329 -0.454 0.257 -0.111 -0.33
C -4.1321 4.5960 -2.4522 1.139 -0.440 1.074 0.51
F -4.2968 4.0952 -3.6747 -0.243 -0.057 -1.093 -0.32
H 1.7971 1.2033 -4.8845 0.239 0.470 -0.876 0.46
H 1.4549 -0.1735 -3.8101 0.028 1.517 -0.186 0.27
H 1.9303 1.4298 -3.1341 -0.318 0.130 -0.231 0.37
H -0.4887 1.1523 -5.9728 0.202 -0.683 0.907 0.26
H -1.7845 0.6709 -4.9132 -0.200 -0.692 0.150 0.23
H -0.2342 -0.3898 -4.9668 -0.981 0.068 -0.579 0.37
H -0.0978 3.2882 -4.5171 -0.108 -0.395 -0.335 0.37
H 0.2923 3.0219 -2.9135 0.195 0.282 1.116 0.46
H -2.5364 2.4204 -3.9302 0.036 0.070 -0.028 0.21
H -1.9314 4.0837 -3.8326 -0.282 -0.519 0.484 0.40
H -5.7080 6.7906 -0.3915 0.753 -0.598 -0.123 0.37
C 6.2947 -0.5951 0.9913 -0.140 1.561 0.249 -1.54
C 4.8031 -1.0130 0.9155 -0.174 0.465 0.792 0.74
C 4.7596 -2.4746 1.2948 0.396 -0.389 0.850 -1.69
C 3.8671 -0.2320 1.8550 -0.856 0.252 -0.773 0.35
C 4.1430 -0.2512 3.2053 0.488 1.191 0.732 -0.14
C 3.5020 0.6084 4.1245 0.389 -0.957 0.692 -1.35
C 2.5160 1.4657 3.6896 0.550 -0.143 -1.416 -0.25
C 2.2246 1.5525 2.3077 -0.003 -2.365 0.252 -0.33
C 1.3050 2.6203 1.8653 -1.531 -0.192 -0.769 1.05
C 1.9602 3.9338 2.1366 -0.606 2.016 1.028 -1.69
C -0.1022 2.6186 2.5002 -1.420 0.671 -0.986 -1.07
C 2.7061 0.5523 1.3955 0.489 -0.531 1.289 0.43
N 2.2025 0.4857 0.0995 1.465 0.798 -0.131 0.16
C 2.1137 -0.3802 -0.8317 0.555 -0.873 -0.004 -1.05
C 1.9057 -1.8773 -0.8984 -2.042 1.137 2.027 1.23
C 2.8792 -2.6878 -1.4114 -0.638 -0.459 -0.054 -0.33
C 2.6778 -4.0698 -1.4271 0.175 0.154 -0.698 -1.02
C 1.4396 -4.5992 -1.0367 1.695 -1.095 -0.292 -0.96
C 0.4896 -3.8281 -0.4759 0.394 1.253 0.063 -1.41
C 0.6335 -2.4286 -0.3395 1.492 0.874 -0.526 0.09
N -0.2941 -1.6444 0.1944 1.293 0.024 -0.120 1.25
C -1.4780 -2.1824 0.6724 -0.528 0.855 0.039 -1.21
C -2.5829 -2.1931 -0.2020 -1.672 0.208 -0.988 0.58
C -3.8884 -2.2386 0.2902 0.186 -0.573 0.378 -0.24
C -4.0709 -2.4415 1.6531 -1.741 -0.449 -0.613 -1.51
C -2.9822 -2.5736 2.4790 -1.048 0.215 0.246 -0.21
C -1.6999 -2.3841 2.0597 0.118 -1.104 -1.190 -0.29
C -0.6099 -2.4962 3.0764 -0.071 0.017 -0.450 1.43
C -0.9315 -1.5255 4.2307 2.482 -0.209 0.513 -1.62
C -0.3523 -3.9519 3.5916 -0.580 1.211 -0.022 -1.59
C -2.5182 -2.0984 -1.7588 0.942 0.235 1.613 1.92
C -2.4319 -3.5062 -2.3223 -0.019 -0.116 -0.226 -1.58
C -3.6444 -1.2083 -2.3036 -0.348 0.157 0.722 -1.71
H 6.8171 -0.8360 0.0584 -0.114 -0.188 0.158 0.44
H 6.7647 -1.1560 1.8162 0.056 0.527 -0.270 0.32
H 6.4275 0.5324 1.1320 -0.185 -1.493 0.005 0.29
H 4.4612 -0.8376 -0.0957 -0.116 -0.209 -0.228 0.37
H 5.2639 -2.6636 2.2849 -0.140 0.207 -1.102 0.38
H 5.1463 -3.0897 0.5105 0.830 -0.490 -0.359 0.48
H 3.7840 -2.8553 1.4290 -1.437 -0.136 0.090 0.27
H 4.9901 -0.8230 3.6152 -0.402 0.131 -0.502 0.23
H 3.8635 0.5370 5.1755 -0.708 0.214 -0.772 0.28
H 1.9214 2.1066 4.3117 0.228 0.244 0.563 0.51
H 1.2095 2.4987 0.7760 -0.058 0.174 0.237 0.06
H 2.0632 4.0783 3.2358 -0.004 -0.103 -0.561 0.34
H 1.3921 4.8541 1.7876 0.592 -1.221 0.060 0.34
H 2.9525 3.9115 1.7437 0.732 0.345 -0.439 0.47
H -0.0811 3.0127 3.5161 0.196 -0.295 0.233 0.44
H -0.6499 1.6247 2.5156 0.735 1.090 -0.148 -0.01
H -0.7393 3.4174 1.9536 0.845 -1.520 0.699 0.23
H 2.2882 0.0505 -1.8256 -0.535 -0.013 0.090 -0.08
H 3.7475 -2.1764 -1.7989 0.455 -0.378 -0.102 0.56
H 3.4453 -4.7154 -1.8113 0.172 -0.220 -0.177 0.42
H 1.3040 -5.6833 -1.1489 -0.064 0.421 0.183 0.34
H -0.3751 -4.2047 -0.0475 -1.610 -1.066 0.514 1.17
H -4.7453 -2.1752 -0.4077 0.613 -0.107 0.765 0.13
H -5.1078 -2.6121 2.0167 0.866 0.330 -0.021 0.27
H -3.1739 -2.7370 3.5138 -0.038 -0.214 0.775 0.41
H 0.2654 -2.1735 2.4874 0.133 0.062 0.740 -0.12
H -1.3544 -2.0339 5.1267 0.149 0.452 -0.643 0.38
H -1.4902 -0.6525 3.9338 -0.500 0.029 -0.109 0.42
H 0.0942 -1.1334 4.4615 -0.889 -0.130 0.636 0.35
H -1.2657 -4.3593 4.0582 0.118 -0.068 -0.617 0.31
H 0.3521 -3.9246 4.4241 0.423 0.001 -0.250 0.44
H 0.0215 -4.5293 2.7440 -0.118 -0.340 0.357 0.36
H -1.5425 -1.6043 -1.9089 -0.272 -0.053 -0.517 -0.17
H -3.3498 -4.0916 -2.1184 0.462 0.229 0.045 0.30
H -1.5335 -4.0119 -1.9358 -0.544 0.040 -0.063 0.34
H -2.3078 -3.4344 -3.3968 -0.046 -0.151 -0.425 0.42
H -4.6644 -1.6598 -2.2824 0.801 0.073 0.049 0.37
H -3.4983 -0.8812 -3.3314 0.300 0.097 0.004 0.30
H -3.6669 -0.3480 -1.5960 -0.261 -0.168 -0.885 0.47
```
Positions in Å, forces in eV/Å.

The value obtained for the max |F| is 0.06250 Eh/bohr. The total energy is -2234.8206 hartree. The LUMO energy comes out at 2.0 eV. The total charge is -1. Its HOMO-LUMO gap is 6.12 eV. As for the multiplicity: 1. Its HOMO energy is -4.08 eV.